## one
DFT (ωB97M-V with the def2-TZVPD basis set) results for a molecular structure, C32H34As2BF6N3O3RuS2.

ORCA input file:
```
! RIJCOSX wB97M-V def2-TZVPD def2/J DEFGRID3
* xyz -2 1
Ru -0.687 -0.200 -1.243
S -1.457 1.627 0.136
C -1.352 2.601 -1.296
S -0.683 1.707 -2.609
C -1.774 3.922 -1.371
C -2.355 4.585 -0.254
N -2.842 5.146 0.629
C -1.689 4.665 -2.581
N -1.623 5.289 -3.550
C 1.351 -3.497 0.078
As -0.316 -3.067 0.902
C -1.496 -4.562 0.610
C -0.134 -2.974 2.806
O -1.066 -1.695 0.331
H 1.736 -4.417 0.519
H 2.054 -2.694 0.282
H 1.190 -3.598 -0.994
H -1.058 -5.470 1.026
H -1.639 -4.666 -0.463
H -2.448 -4.354 1.096
H 0.171 -3.943 3.199
H -1.108 -2.685 3.200
H 0.619 -2.237 3.074
N -2.695 -0.490 -1.558
H -3.174 0.331 -1.190
H -2.955 -1.296 -0.993
H -2.960 -0.630 -2.528
C 0.450 -1.384 -2.633
C 1.647 -1.349 -3.059
C 2.893 -1.336 -3.540
C 3.914 -2.205 -2.895
C 4.665 -3.120 -3.637
C 5.576 -3.962 -3.018
C 5.752 -3.914 -1.639
C 5.015 -3.010 -0.887
C 4.116 -2.159 -1.517
C 3.238 -0.493 -4.700
C 4.565 -0.299 -5.101
C 4.878 0.507 -6.187
C 3.880 1.149 -6.902
C 2.557 0.975 -6.509
C 2.241 0.167 -5.433
H 4.519 -3.172 -4.710
H 6.143 -4.669 -3.612
H 6.455 -4.579 -1.153
H 5.130 -2.964 0.189
H 3.551 -1.443 -0.931
H 5.363 -0.775 -4.545
H 5.918 0.641 -6.466
H 4.125 1.785 -7.745
H 1.761 1.481 -7.042
H 1.207 0.049 -5.132
F 2.808 -2.042 2.363
As 3.707 -2.876 3.609
F 4.931 -3.291 2.447
F 4.540 -1.409 3.994
F 4.586 -3.723 4.844
F 2.453 -2.487 4.754
F 2.847 -4.346 3.204
C -6.388 -6.268 -4.289
C -5.181 -6.223 -3.352
C -4.354 -7.496 -3.581
C -5.702 -6.213 -1.908
C -4.304 -4.993 -3.590
C -4.587 -4.048 -4.566
C -3.773 -2.925 -4.778
C -2.668 -2.780 -3.979
O -1.743 -1.789 -3.975
B -0.815 -2.105 -2.920
O -1.239 -3.355 -2.337
C -2.370 -3.717 -2.989
C -3.163 -4.819 -2.784
H -6.982 -7.159 -4.074
H -6.082 -6.313 -5.336
H -7.031 -5.396 -4.156
H -4.967 -8.385 -3.409
H -3.497 -7.542 -2.908
H -3.976 -7.528 -4.605
H -6.327 -7.091 -1.723
H -6.298 -5.318 -1.721
H -4.884 -6.224 -1.186
H -5.459 -4.163 -5.194
H -4.006 -2.196 -5.543
H -2.903 -5.538 -2.017
*
```

E_LUMO = 3.26 eV

## two
DFT (ωB97M-V with the def2-TZVPD basis set) results for a molecular structure, C32H34As2BF6N3O3RuS2.

ORCA input file:
```
! RIJCOSX wB97M-V def2-TZVPD def2/J DEFGRID3
* xyz -2 1
Ru 0.863 -0.698 2.723
S 1.492 -1.078 5.013
C 2.855 -1.936 4.366
S 2.714 -2.097 2.660
C 3.917 -2.402 5.129
C 3.985 -2.173 6.531
N 4.079 -1.994 7.667
C 5.014 -3.086 4.536
N 5.909 -3.648 4.072
C -2.798 0.085 1.393
As -2.057 1.299 2.659
C -1.948 3.025 1.799
C -3.279 1.624 4.105
O -0.574 0.877 3.285
H -3.709 0.524 0.983
H -3.015 -0.859 1.883
H -2.062 -0.060 0.605
H -2.915 3.276 1.361
H -1.185 2.979 1.027
H -1.683 3.770 2.549
H -4.133 2.191 3.733
H -2.742 2.208 4.852
H -3.597 0.676 4.529
N 2.142 0.905 2.962
H 2.853 0.672 3.651
H 1.538 1.632 3.340
H 2.586 1.211 2.102
C 0.337 -1.379 0.910
C 0.028 -1.998 -0.142
C -0.267 -2.601 -1.319
C -1.655 -2.502 -1.816
C -1.961 -2.167 -3.141
C -3.274 -2.031 -3.566
C -4.327 -2.227 -2.681
C -4.042 -2.570 -1.364
C -2.730 -2.714 -0.943
C 0.782 -3.298 -2.068
C 0.496 -4.196 -3.108
C 1.505 -4.853 -3.798
C 2.838 -4.648 -3.474
C 3.141 -3.773 -2.434
C 2.139 -3.110 -1.750
H -1.150 -1.988 -3.838
H -3.476 -1.758 -4.597
H -5.353 -2.123 -3.014
H -4.845 -2.746 -0.657
H -2.520 -3.009 0.079
H -0.536 -4.399 -3.364
H 1.239 -5.544 -4.591
H 3.626 -5.162 -4.012
H 4.173 -3.604 -2.151
H 2.395 -2.433 -0.944
F -1.654 -2.199 3.457
As -3.076 -2.879 4.208
F -3.788 -3.048 2.621
F -2.410 -4.467 4.107
F -4.533 -3.508 4.922
F -2.392 -2.639 5.775
F -3.773 -1.260 4.284
C 2.116 5.267 -4.005
C 0.948 4.622 -3.257
C -0.032 4.052 -4.292
C 0.244 5.721 -2.450
C 1.403 3.494 -2.330
C 2.701 3.003 -2.334
C 3.098 1.926 -1.526
C 2.153 1.354 -0.715
O 2.280 0.318 0.147
B 0.952 0.047 0.670
O 0.096 1.122 0.171
C 0.843 1.838 -0.697
C 0.451 2.891 -1.486
H 1.747 6.100 -4.608
H 2.602 4.559 -4.679
H 2.867 5.654 -3.314
H -0.364 4.836 -4.980
H -0.912 3.627 -3.809
H 0.443 3.259 -4.872
H -0.072 6.532 -3.112
H 0.915 6.134 -1.694
H -0.643 5.344 -1.940
H 3.445 3.448 -2.980
H 4.112 1.548 -1.550
H -0.582 3.216 -1.466
*
```

E_LUMO = 3.43 eV

one wins, 82.5 kJ/mol ahead of the next structure.

## one
DFT (ωB97M-V with the def2-TZVPD basis set) results for a molecular structure, CH2NOS3.

ORCA input file:
```
! RIJCOSX wB97M-V def2-TZVPD def2/J DEFGRID3
* xyz -1 1
C -0.764 1.340 -0.412
N 0.613 -1.273 0.191
O -1.133 1.034 -1.488
S 0.729 2.167 -0.042
S -1.381 1.187 1.208
S 1.136 -2.809 0.187
H -0.051 -0.987 0.828
H 0.851 -0.659 -0.472
*
```

E_LUMO (alpha / beta) = 2.60 / 2.60 eV

## two
DFT (ωB97M-V with the def2-TZVPD basis set) results for 2 unconnected molecules or ions with the total composition CH2NOS3.

ORCA input file:
```
! RIJCOSX wB97M-V def2-TZVPD def2/J DEFGRID3
* xyz -1 1
C -1.536 1.017 0.488
N 1.197 -0.597 -0.973
O -1.514 0.889 -0.674
S -1.854 1.923 1.768
S -0.663 -1.212 1.260
S 1.195 -0.674 0.824
H 1.866 0.133 -1.178
H 1.310 -1.479 -1.516
*
```

E_LUMO = 3.47 eV

two wins, 66.5 kJ/mol ahead of the next structure.